[1]
DFT (ωB97M-V/def2-TZVPD) results for a cluster of 8 separate species, C32H64O8 in total at a distorted geometry.

Element x y z (Å)
C (5.88191, 1.97255, -0.19053)
C (4.88884, 2.95895, -0.82632)
C (3.84705, 2.10287, -1.57170)
O (4.15090, 0.75745, -1.20103)
C (5.48004, 0.64652, -0.80558)
H (5.73931, 1.90196, 0.91417)
H (6.91810, 2.13424, -0.43447)
H (5.35739, 3.73608, -1.42648)
H (4.49074, 3.55239, -0.00092)
H (3.82804, 2.22293, -2.67102)
H (2.75345, 2.30754, -1.29785)
H (6.09583, 0.30877, -1.63516)
H (5.47664, -0.23686, -0.14068)
C (-3.52439, -1.95997, 5.04537)
C (-2.89556, -1.43625, 3.67944)
C (-3.57195, -2.25770, 2.64737)
O (-4.83009, -2.72541, 3.17180)
C (-4.95773, -2.23846, 4.51547)
H (-3.47079, -1.26159, 5.80713)
H (-2.99013, -2.84242, 5.42978)
H (-1.81943, -1.45151, 3.67559)
H (-3.11569, -0.36503, 3.64728)
H (-2.88346, -3.09606, 2.32830)
H (-3.69714, -1.69633, 1.73247)
H (-5.50147, -3.06063, 5.01549)
H (-5.56206, -1.33195, 4.52364)
C (-2.71387, -3.78776, -1.48218)
C (-1.74519, -4.00360, -0.34162)
C (-0.94513, -2.73449, -0.30338)
O (-1.84259, -1.71772, -0.70980)
C (-3.07277, -2.32921, -1.29653)
H (-3.56111, -4.46037, -1.42890)
H (-2.15473, -3.90666, -2.41815)
H (-1.12982, -4.87826, -0.31467)
H (-2.32455, -4.12594, 0.62246)
H (-0.10090, -2.71864, -0.97847)
H (-0.58442, -2.44523, 0.70195)
H (-3.36139, -1.76627, -2.19129)
H (-3.94014, -2.21322, -0.61211)
C (0.01649, 6.25733, -2.69699)
C (-0.68717, 5.98281, -4.05537)
C (-0.96181, 4.47986, -3.88125)
O (0.11909, 3.91901, -3.20587)
C (0.90256, 5.03882, -2.57948)
H (-0.70364, 6.28021, -1.86678)
H (0.63537, 7.17436, -2.68632)
H (-0.12492, 6.11226, -4.88170)
H (-1.58941, 6.56701, -4.07407)
H (-1.00985, 4.05942, -4.85184)
H (-1.88809, 4.25902, -3.26890)
H (1.80400, 5.20019, -3.15473)
H (1.18044, 4.80298, -1.58775)
C (-3.34911, 1.32379, -0.57726)
C (-1.91065, 1.60062, -0.97743)
C (-1.62814, 3.04695, -0.58600)
O (-2.87244, 3.66453, -0.99367)
C (-3.98498, 2.71872, -0.86289)
H (-3.33080, 1.11530, 0.49632)
H (-3.74531, 0.52382, -1.13920)
H (-1.85073, 1.55417, -2.05816)
H (-1.23035, 0.83194, -0.55512)
H (-0.76185, 3.56765, -1.06891)
H (-1.50457, 3.14089, 0.50054)
H (-4.47465, 2.64558, -1.82525)
H (-4.60497, 3.11072, -0.11356)
C (0.05954, -0.87088, -3.40046)
C (1.34362, -1.73111, -3.58318)
C (1.91159, -1.23939, -4.88272)
O (1.11840, -0.17134, -5.43244)
C (0.44661, 0.37720, -4.27228)
H (-0.18019, -0.75011, -2.32921)
H (-0.86924, -1.33173, -3.93297)
H (1.17894, -2.79306, -3.48446)
H (2.01078, -1.47009, -2.76637)
H (1.86954, -2.03138, -5.64292)
H (2.88174, -0.85894, -4.76576)
H (-0.37495, 0.97166, -4.59153)
H (1.14533, 1.01670, -3.69092)
C (0.10455, -4.77388, 2.95046)
C (1.57094, -5.24756, 3.17541)
C (1.52583, -5.17607, 4.69646)
O (0.69071, -4.09163, 5.09241)
C (-0.19801, -3.78652, 4.03173)
H (-0.52016, -5.64915, 3.09928)
H (0.01242, -4.32304, 1.99028)
H (2.31654, -4.51757, 2.76090)
H (1.86456, -6.24745, 2.78161)
H (2.46366, -4.96246, 5.16597)
H (1.13850, -6.15971, 5.04869)
H (-0.04610, -2.79522, 3.60427)
H (-1.19532, -3.87077, 4.36612)
C (0.98969, 1.02232, 1.91061)
C (1.71854, 1.92586, 2.90007)
C (3.09419, 1.88073, 2.34516)
O (3.29744, 0.50847, 2.11890)
C (2.14127, 0.09983, 1.35815)
H (0.60614, 1.73313, 1.18221)
H (0.17821, 0.37401, 2.36987)
H (1.80321, 1.48150, 3.87405)
H (1.34995, 2.96491, 2.96879)
H (3.92546, 2.18826, 3.05527)
H (3.17033, 2.48733, 1.44994)
H (2.07164, -1.00530, 1.56711)
H (2.32785, 0.28974, 0.28427)

Results
- E_tot: -1859.37946 a.u.
- ΔE to the lowest compared entry with this formula, charge and spin: 43.17 kcal per mole
- Spin multiplicity: 1
- F_max: 4.88 eV/A
- Net charge: 0
- SMILES string: C1CCOC1.C1CCOC1.C1CCOC1.C1CCOC1.C1CCOC1.C1CCOC1.C1CCOC1.C1CCOC1

=====

[2]
DFT (ωB97M-V/def2-TZVPD) results for a cluster of 8 separate species, C32H66BrN2O10P in total at a distorted geometry.

Element x y z (Å)
C (6.54212, 0.64675, 0.73326)
N (5.59485, 1.45323, -0.02635)
C (4.24773, 1.41273, 0.49953)
C (3.28327, 0.69264, -0.43997)
O (3.36249, 0.86040, -1.61972)
O (2.36732, -0.19738, 0.04612)
C (1.65467, 0.25959, 1.18596)
N (1.70898, -0.78424, 2.18535)
P (-0.21017, 0.49552, 0.89126)
O (-0.46344, 2.14471, 0.92939)
Br (-0.63335, -0.08911, -1.22517)
H (7.55001, 0.84305, 0.36874)
H (6.35059, -0.43161, 0.66794)
H (6.52404, 0.96834, 1.77353)
H (5.61113, 1.24025, -1.01183)
H (3.85731, 2.43125, 0.61803)
H (4.24030, 0.96664, 1.49634)
H (2.03818, 1.21996, 1.57053)
H (1.21135, -0.49003, 3.01607)
H (2.67257, -1.00327, 2.40030)
H (0.27385, 2.56921, 1.38600)
C (1.54693, 4.21149, -4.26190)
C (0.77662, 3.30163, -3.31270)
C (1.32692, 3.72128, -1.96064)
O (1.67032, 5.10916, -2.07671)
C (1.63518, 5.49747, -3.45219)
H (1.06268, 4.35283, -5.22754)
H (2.54675, 3.80689, -4.43712)
H (-0.29209, 3.52512, -3.36759)
H (0.91205, 2.23947, -3.51223)
H (2.23351, 3.15945, -1.71163)
H (0.60285, 3.59216, -1.15453)
H (0.75220, 6.12689, -3.61132)
H (2.52477, 6.08539, -3.68284)
C (-1.08245, -2.86265, 5.66761)
C (-1.01527, -1.54805, 6.44280)
C (0.48550, -1.35129, 6.59270)
O (1.08687, -1.93783, 5.43365)
C (0.11197, -2.72810, 4.73780)
H (-2.01858, -3.00906, 5.13034)
H (-0.94209, -3.70887, 6.34569)
H (-1.43889, -0.73963, 5.85260)
H (-1.53567, -1.57654, 7.39986)
H (0.87313, -1.86310, 7.48086)
H (0.76943, -0.29828, 6.65026)
H (-0.16519, -2.19912, 3.82024)
H (0.55443, -3.68622, 4.46412)
C (-5.39078, 0.57884, 6.62698)
C (-4.91751, 1.96743, 7.04056)
C (-3.40632, 1.79494, 7.02911)
O (-3.11708, 0.82019, 6.02243)
C (-4.33108, 0.18042, 5.61148)
H (-6.39748, 0.56245, 6.21284)
H (-5.36375, -0.09669, 7.48559)
H (-5.21803, 2.70365, 6.29156)
H (-5.29764, 2.29194, 8.00809)
H (-3.04159, 1.41722, 7.99131)
H (-2.87571, 2.71994, 6.79691)
H (-4.58664, 0.53615, 4.60848)
H (-4.16993, -0.89798, 5.56552)
C (0.80993, 4.12253, 5.86380)
C (0.55501, 2.65258, 6.18253)
C (-0.30139, 2.22254, 5.00156)
O (0.11770, 3.02456, 3.88837)
C (0.95343, 4.09266, 4.34976)
H (1.68627, 4.53493, 6.36141)
H (-0.05777, 4.72258, 6.14759)
H (1.49881, 2.10090, 6.18628)
H (0.06243, 2.48934, 7.14015)
H (-1.36248, 2.41472, 5.18471)
H (-0.18393, 1.16664, 4.75098)
H (1.98711, 3.87809, 4.05473)
H (0.64366, 5.02306, 3.87311)
C (0.15223, -2.87724, -5.73743)
C (0.24306, -1.40558, -6.11938)
C (-0.80015, -0.78168, -5.20371)
O (-0.82910, -1.58167, -4.01877)
C (-0.09829, -2.79287, -4.23975)
H (1.04234, -3.44923, -5.98844)
H (-0.70388, -3.34066, -6.23618)
H (1.23618, -1.01935, -5.87800)
H (0.04980, -1.21140, -7.17355)
H (-1.79641, -0.80447, -5.66044)
H (-0.56668, 0.25016, -4.93413)
H (0.84284, -2.73234, -3.68238)
H (-0.67469, -3.63550, -3.85508)
C (3.90975, -5.86637, -8.72283)
C (3.01751, -6.64220, -7.76211)
C (2.72261, -5.59475, -6.69940)
O (2.73434, -4.32579, -7.36394)
C (3.28182, -4.48178, -8.67763)
H (3.94033, -6.28287, -9.72856)
H (4.93146, -5.82933, -8.33754)
H (2.09410, -6.93790, -8.26579)
H (3.48362, -7.53758, -7.35377)
H (3.49539, -5.58539, -5.92351)
H (1.75321, -5.74017, -6.22010)
H (2.46722, -4.39100, -9.40423)
H (4.00116, -3.68356, -8.86272)
C (-5.42623, 0.78232, -3.06559)
C (-4.34091, -0.27050, -2.87623)
C (-4.72049, -0.87172, -1.53639)
O (-6.14640, -0.77213, -1.43130)
C (-6.63993, 0.08366, -2.46646)
H (-5.57713, 1.07868, -4.10298)
H (-5.18387, 1.67711, -2.48690)
H (-4.41360, -1.02719, -3.66152)
H (-3.32947, 0.13121, -2.88515)
H (-4.27393, -0.31074, -0.70853)
H (-4.42437, -1.91712, -1.44498)
H (-7.14963, -0.53537, -3.21350)
H (-7.36480, 0.77962, -2.04179)

Results
- E_tot: -5036.05949 a.u.
- ΔE to the lowest compared entry with this formula, charge and spin: 6.97 kcal per mole
- Spin multiplicity: 1
- F_max: 1.56 eV/A
- Net charge: 0
- SMILES string: CNCC(=O)O[C@H](N)P(O)Br.C1CCOC1.C1CCOC1.C1CCOC1.C1CCOC1.C1CCOC1.C1CCOC1.C1CCOC1